This record from OMol25 describes C29H43Cl7N3O4SiSm as an isolated structure. The level of theory is ωB97M-V/def2-TZVPD.

```
88
Properties=species:S:1:pos:R:3:forces:R:3
Sm 0.502 -0.075 1.719 0.61 0.44 -0.31
Cl 2.059 1.448 0.154 -0.18 -0.19 0.23
Cl 1.045 5.159 6.133 -0.06 0.42 0.30
Cl 2.955 -0.109 3.347 0.45 -0.30 -0.05
Cl 0.917 -1.920 -0.333 0.55 0.13 1.74
Cl 3.927 4.082 6.727 0.24 0.16 0.23
Cl -0.848 3.568 4.202 -0.51 0.31 -0.15
Cl 4.900 1.417 5.352 0.47 -0.10 0.19
Si -0.736 -0.219 -2.223 0.38 0.57 -2.07
O 0.789 -0.781 -2.673 -1.08 -0.07 -0.04
O -0.968 1.662 1.460 0.10 1.68 -0.35
O -1.011 -1.954 1.887 -0.90 -1.52 0.93
O -0.341 -0.319 3.909 -0.22 -0.51 2.10
N -1.477 0.062 5.846 0.16 0.00 0.00
N -1.425 3.730 0.628 -0.21 -0.28 -0.13
N -1.465 -4.197 1.816 0.04 0.66 0.51
C 2.510 1.438 4.056 0.38 2.12 1.45
C -1.735 -5.415 2.568 -0.12 0.02 0.47
C -0.596 2.839 1.139 -0.29 -1.03 0.16
C 0.411 -0.411 -5.738 -0.14 0.44 -0.22
C 2.925 3.271 5.609 -0.91 -0.55 -0.94
C 0.799 3.075 4.403 2.20 0.19 1.06
C 3.008 -3.916 -5.465 0.16 -0.50 -0.28
C 0.387 1.676 -6.961 0.23 0.05 -0.03
C -0.394 -0.311 5.166 -0.12 0.25 -1.50
C -1.154 -4.324 0.395 0.29 0.08 -0.30
C -0.080 0.373 -6.791 0.18 -0.39 0.42
C -1.888 -0.987 -3.522 -0.17 0.13 -0.09
C -1.444 0.166 7.301 0.14 0.07 0.03
C 1.623 3.768 5.328 0.11 -1.05 -0.53
C 3.374 2.085 4.981 -1.04 -0.22 -0.48
C 3.041 -2.742 -2.771 0.09 -0.23 0.39
C -0.628 1.659 -2.472 -0.16 0.00 -0.03
C -1.369 -3.019 2.445 0.48 0.46 -0.94
C -1.904 -0.419 -0.738 0.29 -0.32 0.67
C -2.846 3.405 0.513 -0.05 -0.13 -0.14
C 1.899 1.390 -5.087 -0.46 -0.10 -0.32
C 2.424 -2.024 -3.927 -0.36 0.00 -0.84
C 1.306 1.990 3.741 -1.12 -1.53 -1.51
C -0.913 4.906 -0.076 0.22 0.04 0.05
C 1.361 0.121 -4.864 0.34 -0.12 0.25
C 1.821 -0.649 -3.637 0.08 -0.02 0.12
C 2.445 -2.575 -5.149 0.04 0.68 0.27
C 1.397 2.176 -6.130 0.07 -0.26 0.10
C -2.694 0.499 5.161 0.06 0.07 0.12
H -2.891 -0.625 -1.174 0.25 0.07 0.09
H -0.665 4.666 -1.126 -0.19 0.05 0.42
H -3.554 0.056 5.675 0.13 0.02 -0.16
H -2.013 0.500 -0.148 0.18 -0.21 -0.14
H -2.787 1.593 5.210 0.09 -0.29 -0.10
H 0.074 -1.442 -5.594 -0.05 0.54 -0.02
H -2.584 -5.256 3.244 0.13 -0.17 -0.17
H -3.367 4.318 0.221 -0.01 -0.20 0.08
H 2.857 -2.217 -1.827 0.17 -0.20 -0.32
H -1.543 2.147 -2.104 0.14 -0.02 -0.04
H -1.672 -1.244 -0.056 -0.17 0.21 -0.24
H 2.560 -4.714 -4.859 0.09 0.13 -0.02
H 0.473 -0.617 5.781 -0.29 0.12 -0.23
H -0.165 -3.891 0.180 -0.45 -0.23 0.05
H 1.813 3.168 -6.294 -0.17 -0.14 -0.03
H -1.625 -3.041 3.519 0.07 -0.04 -0.20
H 4.126 -2.878 -2.928 -0.32 0.09 0.06
H -0.579 -0.398 7.669 -0.26 0.17 0.04
H 4.097 -3.973 -5.324 -0.16 0.05 0.06
H -1.839 -0.481 -4.494 0.07 -0.17 0.20
H -0.007 2.284 -7.776 0.13 -0.10 0.22
H -0.868 -5.719 3.175 -0.18 0.03 -0.26
H 0.449 3.145 1.257 -0.16 -0.08 -0.07
H -2.655 0.170 4.119 -0.02 0.14 0.23
H -3.025 2.626 -0.246 0.08 0.26 0.26
H -1.969 -6.210 1.856 -0.06 0.16 0.31
H 2.615 -0.093 -3.116 -0.04 0.21 -0.29
H -1.675 5.694 -0.051 0.32 -0.18 0.05
H 2.805 -4.146 -6.516 0.10 -0.11 0.16
H 2.080 -2.025 -6.014 0.03 -0.05 0.29
H -3.225 3.053 1.482 0.14 0.07 -0.30
H 2.607 -3.750 -2.687 0.12 0.20 0.12
H -2.928 -0.935 -3.174 0.18 -0.08 -0.21
H -1.894 -3.782 -0.212 0.17 -0.17 0.16
H -0.529 1.903 -3.540 0.05 -0.08 0.24
H -1.626 -2.043 -3.665 -0.07 0.11 -0.04
H -0.001 5.248 0.429 -0.25 0.00 -0.17
H -0.817 -0.064 -7.468 0.17 0.28 0.15
H -2.365 -0.248 7.726 0.22 -0.03 -0.11
H -1.177 -5.392 0.157 0.00 0.33 -0.12
H 0.240 2.072 -1.939 -0.18 -0.10 -0.08
H -1.359 1.213 7.631 0.00 -0.27 -0.19
H 2.700 1.727 -4.425 -0.32 0.11 -0.24
```
Positions in Å, forces in eV/Å.

Calculated values
- ⟨S²⟩ = 8.7601
- 2S+1 = 6
- orbital gap (spin up / spin down) (eV) = 7.7 / 7.7


This record from OMol25 describes one molecule with the formula C3H2N2O2. The level of theory is ωB97M-V/def2-TZVPD.

```
9
Properties=species:S:1:pos:R:3:forces:R:3
O 0.381 2.351 -1.549 -0.56 -0.11 0.22
O 1.764 -0.698 2.032 -0.37 -0.24 -0.24
N -0.580 -0.086 -0.061 0.08 -0.06 0.16
N -0.693 2.033 -1.125 0.62 0.07 -0.20
C 0.868 -1.271 1.456 0.26 0.19 0.14
C -0.367 -0.620 1.019 -0.08 0.24 -0.36
C -0.878 0.557 -1.103 -0.01 -0.26 0.18
H 0.861 -2.368 1.294 0.03 0.10 0.00
H -1.356 0.103 -1.964 0.04 0.06 0.09
```
Positions in Å, forces in eV/Å.

Calculated values
- orbital gap (spin up / spin down) (eV) = 8.1 / 8.1


This record from OMol25 describes one molecule with the formula C4H5NO. The level of theory is ωB97M-V/def2-TZVPD.

```
11
Properties=species:S:1:pos:R:3:forces:R:3
O 2.101 -0.729 -0.087 0.06 -0.20 0.12
N 2.085 0.591 -0.486 -0.45 0.05 -0.01
C 0.852 -1.128 0.226 -0.23 0.15 -0.02
C -0.014 -0.099 0.036 -0.01 -0.08 0.01
C -1.490 0.104 0.183 0.02 -0.12 0.06
C 0.832 0.947 -0.413 0.13 0.03 -0.01
H -2.010 -0.793 0.527 0.04 0.11 -0.06
H -1.906 0.415 -0.784 -0.04 -0.14 0.26
H -1.674 0.914 0.901 -0.06 -0.22 -0.13
H 0.473 1.941 -0.668 0.48 -0.12 -0.03
H 0.751 -2.162 0.567 0.05 0.53 -0.19
```
Positions in Å, forces in eV/Å.

Calculated values
- structure (SMILES) = Cc1cnoc1
- orbital gap (eV) = 10.6


This record from OMol25 describes C15H38BaCuNO10P2 as an isolated structure. The level of theory is ωB97M-V/def2-TZVPD.

```
68
Properties=species:S:1:pos:R:3:forces:R:3
Ba -0.207 3.587 -0.087 -0.86 -1.59 -0.43
Cu 0.125 1.900 3.038 0.00 -0.76 -1.14
P -3.286 1.977 -2.291 -0.56 0.06 -0.62
P 3.958 0.599 1.702 0.12 -0.41 -0.03
O 3.189 -0.347 2.712 -0.40 0.22 0.12
O -2.860 1.295 -3.630 0.06 0.06 -0.01
O -2.970 -4.801 1.556 -0.30 -0.04 -0.03
O -4.060 0.875 -1.512 0.43 -0.05 0.47
O -0.532 1.330 1.169 0.67 1.63 1.51
O -2.140 2.610 -1.574 0.92 0.60 0.78
O -4.371 3.044 -2.630 0.19 0.13 0.18
O 3.381 1.952 1.631 -0.63 0.35 0.53
O 5.457 0.453 2.093 0.34 0.03 -0.13
O 3.909 -0.134 0.304 0.73 -0.35 0.14
N -0.875 -3.927 1.606 0.91 0.79 -0.55
C 6.012 1.293 3.143 0.02 0.55 0.17
C 0.529 -4.160 1.322 -0.01 -1.70 0.46
C 4.373 -1.997 4.083 -0.56 -0.14 -0.14
C 3.583 -1.757 2.815 0.22 0.42 0.11
C -5.720 2.654 -3.008 -0.87 -0.21 -0.28
C -1.140 -2.871 2.557 -0.55 -0.39 -0.33
C 2.724 0.037 -0.463 -0.41 0.51 0.48
C -2.533 2.096 -4.813 0.36 -0.10 0.04
C 6.925 2.336 2.543 0.47 -0.38 0.14
C -6.502 3.907 -3.292 0.68 0.77 0.64
C -1.810 -4.853 1.237 0.19 0.39 0.20
C -2.738 1.212 -6.021 -0.18 0.00 0.50
C 1.630 -0.898 -0.013 -0.40 -0.86 -0.73
C -3.443 0.007 -0.527 -0.29 -0.72 0.01
C -2.289 -0.773 -1.092 0.88 -0.44 0.32
H 6.567 0.666 3.838 -0.07 -0.28 -0.19
H -7.550 3.725 -3.503 0.03 -0.17 -0.20
H 6.487 2.847 1.690 -0.18 0.12 0.12
H -6.174 2.108 -2.183 0.16 -0.04 0.08
H -6.446 4.534 -2.397 -0.23 -0.05 0.00
H -3.800 1.139 -6.243 0.05 0.00 -0.29
H -1.956 -1.559 -0.403 -0.37 0.09 0.20
H 2.413 1.061 -0.261 -0.21 0.29 -0.41
H -1.488 2.406 -4.739 -0.02 -0.07 0.16
H -5.706 1.991 -3.875 0.32 0.01 0.01
H -2.384 0.214 -5.766 0.10 -0.01 -0.13
H 5.328 -1.482 4.110 0.04 0.01 -0.14
H 3.762 -1.675 4.927 0.14 -0.07 0.13
H -2.541 -1.309 -2.004 -0.07 0.29 -0.16
H -0.991 0.526 1.445 -0.05 0.03 -0.42
H 2.639 -2.300 2.838 0.05 -0.09 -0.06
H -0.873 -1.892 2.136 0.14 -0.05 0.01
H 4.534 -3.074 4.155 0.14 0.05 0.17
H -2.163 1.585 -6.863 -0.19 0.04 -0.14
H 3.015 -0.058 -1.505 -0.13 -0.22 -0.04
H -1.366 -5.646 0.614 -0.14 -0.04 -0.05
H 0.714 -0.740 -0.589 0.11 0.17 -0.05
H 0.634 -4.845 0.479 -0.10 0.15 -0.14
H -1.386 -0.167 -1.214 -0.24 0.17 -0.39
H 7.215 3.039 3.324 -0.12 0.15 -0.10
H 5.205 1.757 3.715 -0.11 -0.03 -0.14
H 0.936 -4.724 2.172 0.38 0.28 -0.01
H 1.908 -1.933 -0.220 0.14 0.05 0.07
H -3.173 0.575 0.364 0.00 0.22 -0.16
H 1.163 -3.302 1.131 -0.46 0.39 0.06
H -4.233 -0.688 -0.249 -0.11 0.14 0.02
H -3.153 2.991 -4.790 -0.08 -0.03 -0.20
H -6.020 4.506 -4.065 -0.24 -0.20 -0.30
H -0.565 -3.050 3.468 -0.14 0.15 0.12
H -2.213 -2.882 2.742 0.07 0.04 0.30
H 7.847 1.855 2.213 -0.05 0.03 -0.14
H 4.143 -2.020 1.918 -0.05 -0.12 0.02
H 1.351 -0.826 1.036 0.28 0.26 0.04
```
Positions in Å, forces in eV/Å.

Calculated values
- net charge = +2
- orbital gap (eV) = 5.7


This record from OMol25 describes C31H35ClGdN2Si2 as an isolated structure. The level of theory is ωB97M-V/def2-TZVPD.

```
72
Properties=species:S:1:pos:R:3:forces:R:3
Gd 0.371 0.730 -1.057 2.00 3.39 -2.23
Cl 3.363 0.556 -3.414 -0.68 -0.13 -0.46
Si 1.433 0.182 -6.651 0.84 0.95 -0.75
Si 1.381 0.286 -4.419 -3.19 -0.32 2.13
N 1.082 1.892 1.070 0.73 0.29 0.99
N 2.502 -0.114 -0.199 0.98 -0.46 0.66
C -1.283 -0.037 0.654 -0.30 -1.47 -0.38
C 1.678 2.572 -8.176 -1.28 -0.06 -0.11
C -0.396 -1.561 -0.860 -1.14 -0.34 0.90
C 0.823 1.593 -7.636 0.54 0.44 0.48
C 0.297 -2.602 -9.243 0.23 -0.01 0.01
C -0.096 -3.747 -4.218 0.37 0.14 -0.01
C 0.680 -3.777 -8.590 0.07 -0.08 0.14
C -1.969 2.872 -4.103 -0.03 -0.08 0.23
C -0.571 1.680 -7.691 0.15 0.63 -0.43
C -1.264 -3.723 -4.977 0.23 -0.20 0.04
C 2.019 -2.530 -7.003 -0.71 -0.09 -0.48
C 1.083 3.646 -8.854 -0.05 -0.34 0.17
C -1.985 0.107 -0.588 -0.07 -1.26 0.75
C -0.293 -1.074 0.485 -1.57 -0.40 0.01
C -0.078 4.126 -4.884 0.12 0.26 0.09
C -1.441 4.051 -4.621 -0.07 -0.30 -0.17
C 0.282 -1.380 -4.695 -0.10 -0.49 1.64
C -1.443 -0.838 -1.510 -0.65 -0.87 1.00
C 0.229 1.840 -4.220 1.17 -0.42 -0.08
C -1.143 2.769 -8.347 0.06 -0.19 -0.10
C -0.316 3.740 -8.933 0.09 -0.28 -0.01
C -0.982 -1.337 -5.316 0.55 -0.43 -0.40
C -1.706 -2.523 -5.521 0.27 0.55 0.14
C 0.746 -1.370 -8.776 0.06 -0.76 0.78
C 2.575 1.865 1.314 -0.73 0.47 0.10
C 0.666 -2.577 -4.057 -0.12 -0.17 -0.38
C 3.120 0.479 1.053 -0.04 -0.65 -0.89
C 0.778 3.057 -4.631 -0.75 0.32 -0.31
C 1.549 -3.750 -7.487 0.26 0.09 -0.06
C -1.137 1.771 -3.868 0.12 0.00 -0.15
C 1.515 -1.362 -7.603 0.81 -0.05 0.26
H 1.845 3.163 -4.831 -0.23 -0.10 -0.09
H -1.816 -4.647 -5.161 0.15 0.29 0.07
H -1.809 -1.035 -2.510 0.21 0.07 0.01
H 3.038 2.597 0.641 -0.15 -0.13 0.12
H 2.624 0.597 -5.675 0.78 -0.02 -1.67
H 1.598 -2.618 -3.464 -0.48 0.03 -0.37
H -1.183 0.893 -7.229 0.17 0.51 -0.32
H -1.551 0.426 1.604 0.19 0.08 -0.39
H 0.873 -0.049 -2.979 0.35 -0.51 1.01
H 0.311 5.022 -5.340 0.15 0.22 0.10
H -3.041 2.791 -3.915 0.31 0.04 0.07
H 2.448 -1.135 -0.093 0.03 0.54 -0.01
H 0.314 -4.744 -8.944 0.07 0.37 0.09
H 2.894 -0.189 1.890 0.03 0.10 -0.16
H -2.095 4.893 -4.854 0.21 -0.24 0.08
H -0.369 -2.619 -10.096 0.10 -0.21 -0.05
H -1.373 -0.399 -5.724 0.24 -0.34 0.03
H -2.585 -2.507 -6.158 -0.07 0.07 0.26
H 0.617 1.371 1.821 0.24 0.10 -0.32
H 0.267 -4.696 -3.805 -0.20 0.42 -0.06
H 2.798 2.161 2.351 0.08 -0.03 -0.37
H -1.582 0.853 -3.460 0.29 0.33 -0.47
H -0.772 4.553 -9.499 0.17 -0.16 0.23
H 0.732 2.845 1.194 0.23 -0.13 -0.08
H -2.230 2.814 -8.425 0.31 0.24 -0.04
H 1.711 4.381 -9.345 -0.13 0.06 0.09
H 0.329 -1.494 1.278 -0.11 0.27 -0.35
H 3.118 0.020 -1.008 -0.04 0.09 0.24
H -2.847 0.745 -0.747 0.26 0.02 -0.09
H 4.208 0.518 0.912 -0.25 0.02 0.35
H 0.190 -2.369 -1.289 -0.14 0.29 0.01
H 1.843 -4.680 -6.993 -0.07 0.25 -0.29
H 2.752 2.442 -8.051 -0.20 0.27 -0.26
H 2.706 -2.436 -6.148 -0.48 -0.31 -0.41
H 0.471 -0.427 -9.232 -0.18 -0.16 -0.07
```
Positions in Å, forces in eV/Å.

Calculated values
- net charge = +1
- ⟨S²⟩ = 16.3402
- 2S+1 = 8
- orbital gap (spin up / spin down) (eV) = 4.1 / 6.3


This record from OMol25 describes one molecule with the formula C5H6I2. The level of theory is ωB97M-V/def2-TZVPD.

```
13
Properties=species:S:1:pos:R:3:forces:R:3
I 3.134 -1.070 2.072 -0.58 0.14 -0.14
I -2.146 -1.750 0.400 0.43 1.50 -0.20
C 1.367 -0.564 1.047 0.62 0.33 0.36
C 0.070 -0.120 -1.002 -0.05 -2.56 0.22
C -1.589 1.367 0.115 -3.08 -2.66 0.70
C 1.354 -0.287 -0.233 0.39 -0.11 -1.40
C -1.153 0.143 -0.217 -0.80 0.38 1.02
H -2.625 1.433 0.622 2.04 0.26 -0.66
H -1.147 2.220 -0.314 0.62 0.99 -0.20
H -0.075 -1.211 -1.363 0.31 1.97 -0.57
H 0.433 -0.448 1.575 0.22 -0.28 0.63
H 0.170 0.628 -1.767 0.07 0.07 -0.66
H 2.208 -0.341 -0.936 -0.21 -0.02 0.90
```
Positions in Å, forces in eV/Å.

Calculated values
- structure (SMILES) = C=C(I)C/C=C/I
- orbital gap (eV) = 9.1


In eV, the relative energy (zero: lowest compared OMol25 entry of this formula, charge and spin) values for the records above are, in order, 0.000 5.461 1.532 0.000 0.662 0.576.
In g/mol, the M values for the records above are, in order, 924.30 98.06 83.09 655.29 684.51 319.91.